(P)
{"formula": "C3H5Br", "method": "wB97M-V/def2-TZVPD", "orbital_gap_ev": 10.845, "homo_energy_ev": -9.73, "smiles": "BrC1CC1", "symbols": ["C", "C", "C", "Br", "H", "H", "H", "H", "H"], "positions_angstrom": [[-0.72, -0.23, -0.44], [-0.02, 0.06, 0.86], [0.74, -0.02, -0.40], [1.42, 1.57, -0.94], [-1.00, -1.32, -0.45], [-1.36, 0.51, -0.88], [-0.23, 1.04, 1.28], [-0.04, -0.67, 1.61], [1.20, -0.93, -0.65]]}

---

(Q)
{"formula": "C3H5Br", "method": "wB97M-V/def2-TZVPD", "orbital_gap_ev": 10.330, "homo_energy_ev": -9.59, "symbols": ["C", "C", "C", "Br", "H", "H", "H", "H", "H"], "positions_angstrom": [[0.39, 0.66, -0.36], [0.39, -0.80, -0.18], [-0.62, -0.08, 0.53], [-2.43, 0.01, 0.04], [1.03, 1.33, 0.09], [0.13, 1.15, -1.31], [0.04, -1.30, -1.10], [1.18, -1.22, 0.37], [-0.11, 0.25, 1.90]]}

---

(R)
{"formula": "C3H5Br", "method": "wB97M-V/def2-TZVPD", "orbital_gap_ev": 9.802, "homo_energy_ev": -8.83, "smiles": "C=C(C)Br", "symbols": ["C", "C", "C", "Br", "H", "H", "H", "H", "H"], "positions_angstrom": [[0.06, 1.43, -0.04], [-0.46, 0.10, -0.02], [0.43, -1.12, 0.05], [-2.29, -0.07, 0.00], [-0.46, 2.26, 0.26], [1.11, 1.55, -0.27], [-0.06, -1.77, 0.79], [0.27, -1.61, -1.04], [1.40, -0.76, 0.27]]}

---

(S)
{"formula": "C3H5Br", "method": "wB97M-V/def2-TZVPD", "orbital_gap_ev": 7.762, "homo_energy_ev": -8.37, "symbols": ["C", "C", "C", "Br", "H", "H", "H", "H", "H"], "positions_angstrom": [[0.39, 0.00, -0.50], [3.27, -0.92, -1.31], [-0.62, 0.49, 0.34], [4.13, -0.02, 0.03], [0.62, 0.57, -1.49], [2.34, -1.32, -0.77], [-1.01, -0.17, -0.64], [-1.24, 1.46, 0.54], [-0.67, -0.10, 1.36]]}

---

Which of them is most stable, and which least? Most stable: (P); least stable: (S).

---

(P)
{"formula": "C4H9O2P", "method": "wB97M-V/def2-TZVPD", "orbital_gap_ev": [8.268, 6.978], "homo_energy_ev": [-8.83, -7.88], "symbols": ["C", "C", "C", "C", "O", "O", "P", "H", "H", "H", "H", "H", "H", "H", "H", "H"], "positions_angstrom": [[-1.42, -0.21, -0.34], [-2.34, 0.23, 0.75], [2.42, -1.37, 0.26], [-0.91, 0.96, -1.11], [-1.14, -1.35, -0.61], [2.35, -0.01, -0.21], [1.47, 1.16, 0.50], [-1.74, 0.36, 1.78], [-2.76, 1.28, 0.62], [-3.25, -0.46, 0.78], [1.81, -1.57, 1.22], [3.42, -1.62, 0.43], [2.06, -2.04, -0.60], [-0.11, 0.88, -1.86], [-1.38, 1.96, -0.89], [1.50, 1.80, -0.71]]}

---

(Q)
{"formula": "C4H9O2P", "method": "wB97M-V/def2-TZVPD", "orbital_gap_ev": 9.400, "homo_energy_ev": -8.55, "smiles": "CC(=O)P(C)(C)=O", "symbols": ["C", "C", "C", "C", "O", "O", "P", "H", "H", "H", "H", "H", "H", "H", "H", "H"], "positions_angstrom": [[-1.53, -0.05, 0.10], [-2.19, 1.18, 0.49], [1.37, -0.63, 1.25], [1.15, -0.71, -1.71], [-2.01, -1.13, 0.06], [1.21, 1.59, -0.23], [0.69, 0.22, -0.22], [-2.30, 1.50, -0.47], [-1.51, 1.89, 0.96], [-3.02, 0.86, 1.07], [1.02, 0.07, 2.02], [1.09, -1.72, 1.45], [2.30, -0.36, 0.95], [2.15, -1.09, -1.48], [0.45, -1.56, -1.66], [1.14, -0.05, -2.57]]}

---

Which of them is most stable, and which least? Most stable: (Q); least stable: (P).

---

(P)
{"formula": "CH5BS", "method": "wB97M-V/def2-TZVPD", "orbital_gap_ev": 9.394, "homo_energy_ev": -9.13, "symbols": ["B", "C", "S", "H", "H", "H", "H", "H"], "positions_angstrom": [[0.03, -0.30, -0.87], [-0.98, -1.05, -0.40], [1.73, 0.18, -0.77], [0.18, 2.19, 1.25], [0.00, 1.43, 1.06], [-0.63, -2.08, -0.42], [-2.20, -0.89, -0.38], [1.86, 0.52, 0.53]]}

---

(Q)
{"formula": "CH5BS", "method": "wB97M-V/def2-TZVPD", "orbital_gap_ev": 7.431, "homo_energy_ev": -8.61, "symbols": ["B", "C", "S", "H", "H", "H", "H", "H"], "positions_angstrom": [[-0.10, -0.20, -0.33], [1.44, 0.08, 0.11], [-2.86, -0.38, -0.06], [-0.40, 0.11, -1.44], [1.59, 0.29, 1.23], [2.15, -0.68, -0.21], [1.76, 1.10, -0.42], [-3.57, -0.32, 1.13]]}

---

Which of them is most stable, and which least? Most stable: (P); least stable: (Q).

---

(P)
{"formula": "C3H3F2N", "method": "wB97M-V/def2-TZVPD", "orbital_gap_ev": 12.931, "homo_energy_ev": -12.43, "smiles": "N#C[C@@H](F)CF", "symbols": ["C", "C", "C", "H", "H", "H", "N", "F", "F"], "positions_angstrom": [[0.79, -0.42, 0.37], [-0.17, 0.50, -0.30], [-1.57, 0.14, -0.04], [1.05, -0.24, 1.40], [0.36, -1.38, 0.24], [0.04, 0.51, -1.39], [-2.48, -0.57, -0.09], [2.00, -0.32, -0.29], [-0.02, 1.78, 0.10]]}

---

(Q)
{"formula": "C3H3F2N", "method": "wB97M-V/def2-TZVPD", "orbital_gap_ev": 13.366, "homo_energy_ev": -12.59, "smiles": "CC(F)(F)C#N", "symbols": ["C", "C", "C", "N", "F", "F", "H", "H", "H"], "positions_angstrom": [[-0.44, 0.77, 1.51], [0.39, -0.85, -0.56], [-0.17, 0.50, -0.21], [-0.61, 0.84, 2.63], [-1.37, 0.73, -0.78], [0.64, 1.50, -0.58], [-0.29, -1.64, -0.25], [1.36, -0.98, -0.11], [0.49, -0.88, -1.65]]}

---

Which of them is most stable, and which least? Most stable: (Q); least stable: (P).

---

(P)
{"formula": "C23H25AsCl2N5O10S6Ta", "method": "wB97M-V/def2-TZVPD", "orbital_gap_ev": 6.715, "homo_energy_ev": -2.78, "total_charge": -2, "symbols": ["Ta", "S", "As", "S", "S", "S", "O", "C", "O", "C", "C", "Cl", "N", "N", "C", "C", "O", "O", "C", "C", "C", "C", "C", "C", "H", "H", "H", "H", "H", "H", "N", "C", "C", "O", "O", "H", "H", "H", "H", "H", "C", "C", "C", "C", "C", "C", "O", "N", "C", "O", "N", "C", "O", "H", "H", "H", "H", "H", "H", "H", "H", "H", "H", "H", "Cl", "C", "O", "C", "S", "S", "H", "H", "H"], "positions_angstrom": [[-0.98, 0.45, -1.14], [0.23, -2.76, -3.85], [0.39, -0.67, -3.87], [-1.62, 0.30, -3.49], [1.25, 0.17, -1.93], [1.34, 0.30, -5.47], [-3.11, -5.65, -1.23], [-1.95, -6.05, -0.74], [-1.76, -7.21, -0.47], [-0.89, -5.02, -0.55], [0.38, -5.31, -0.10], [1.11, -6.82, 0.24], [1.09, -4.15, -0.05], [0.34, -3.12, -0.45], [-0.84, -3.61, -0.75], [-1.88, -2.64, -1.17], [-3.01, -2.97, -1.48], [-1.48, -1.41, -1.13], [2.38, -3.81, 0.46], [2.93, -4.44, 1.56], [4.15, -4.00, 2.05], [4.81, -2.93, 1.45], [4.23, -2.30, 0.35], [3.02, -2.74, -0.15], [-3.15, -4.66, -1.37], [2.41, -5.24, 2.05], [4.58, -4.49, 2.91], [5.75, -2.58, 1.85], [4.72, -1.46, -0.12], [2.55, -2.24, -0.99], [-5.10, 3.30, -4.98], [-4.49, 2.15, -4.28], [-4.88, 2.10, -2.81], [-5.86, 2.96, -2.46], [-4.33, 1.38, -2.03], [-5.27, 3.08, -5.95], [-4.47, 4.09, -4.96], [-6.09, 3.41, -3.29], [-3.40, 2.15, -4.32], [-4.82, 1.22, -4.73], [3.32, 1.94, 1.41], [2.13, 2.41, 2.24], [1.14, 1.28, 2.58], [0.00, 1.74, 3.53], [-0.77, 2.98, 3.09], [1.85, 0.18, 3.35], [2.70, 0.40, 4.19], [1.38, -1.08, 3.10], [0.37, -1.42, 2.17], [-0.15, -2.51, 2.28], [0.10, -0.50, 1.19], [0.52, 0.73, 1.31], [0.28, 1.52, 0.35], [3.97, 2.78, 1.16], [2.98, 1.50, 0.47], [3.91, 1.20, 1.95], [1.58, 3.16, 1.68], [2.47, 2.86, 3.18], [0.46, 1.92, 4.50], [-0.69, 0.91, 3.65], [-0.15, 3.87, 3.17], [-1.63, 3.13, 3.75], [-1.14, 2.90, 2.07], [1.71, -1.83, 3.68], [-2.56, 0.82, 0.59], [0.31, 5.51, 0.44], [-0.17, 4.30, -0.14], [-0.90, 4.38, -1.26], [-1.24, 5.83, -2.01], [-1.37, 2.91, -2.05], [0.82, 5.20, 1.35], [-0.51, 6.19, 0.67], [1.00, 6.01, -0.24]]}

---

(Q)
{"formula": "C23H25AsCl2N5O10S6Ta", "method": "wB97M-V/def2-TZVPD", "orbital_gap_ev": 6.100, "homo_energy_ev": -2.68, "total_charge": -2, "symbols": ["Ta", "S", "As", "S", "S", "S", "O", "C", "O", "C", "C", "Cl", "N", "N", "C", "C", "O", "O", "C", "C", "C", "C", "C", "C", "H", "H", "H", "H", "H", "H", "N", "C", "C", "O", "O", "H", "H", "H", "H", "H", "C", "C", "C", "C", "C", "C", "O", "N", "C", "O", "N", "C", "O", "H", "H", "H", "H", "H", "H", "H", "H", "H", "H", "H", "Cl", "C", "O", "C", "S", "S", "H", "H", "H"], "positions_angstrom": [[1.17, -0.84, -0.13], [4.58, -1.54, 3.36], [3.26, -0.28, 2.37], [1.23, -1.24, 2.24], [3.56, -0.36, 0.14], [3.13, 1.72, 3.03], [-0.24, -6.77, -1.65], [-1.23, -6.62, -0.78], [-2.10, -7.46, -0.67], [-1.22, -5.40, 0.07], [-2.17, -5.10, 1.04], [-3.59, -5.91, 1.48], [-1.81, -3.93, 1.62], [-0.69, -3.45, 1.08], [-0.33, -4.30, 0.14], [0.88, -3.95, -0.67], [1.33, -4.73, -1.50], [1.42, -2.81, -0.39], [-2.45, -3.16, 2.64], [-2.63, -1.80, 2.42], [-3.17, -1.01, 3.42], [-3.54, -1.59, 4.63], [-3.37, -2.96, 4.84], [-2.81, -3.75, 3.85], [0.42, -6.01, -1.61], [-2.33, -1.36, 1.48], [-3.29, 0.05, 3.25], [-3.96, -0.97, 5.41], [-3.65, -3.40, 5.79], [-2.63, -4.80, 4.00], [1.28, 3.38, 1.18], [-0.17, 3.14, 0.89], [-0.21, 1.97, -0.08], [-0.76, 2.01, -1.15], [0.49, 0.97, 0.41], [1.42, 4.26, 1.66], [1.83, 3.33, 0.31], [1.70, 2.63, 1.80], [-0.63, 4.01, 0.45], [-0.68, 2.88, 1.82], [4.81, 0.97, -3.35], [4.06, 2.27, -3.62], [2.52, 2.16, -3.60], [1.91, 3.54, -3.85], [0.39, 3.54, -3.94], [2.13, 1.24, -4.75], [2.23, 1.56, -5.91], [1.70, 0.00, -4.39], [1.57, -0.48, -3.09], [1.33, -1.66, -2.91], [1.72, 0.36, -2.03], [2.12, 1.65, -2.21], [2.26, 2.45, -1.29], [5.89, 1.13, -3.41], [4.55, 0.20, -4.08], [4.60, 0.58, -2.35], [4.34, 2.68, -4.59], [4.32, 3.01, -2.86], [2.34, 3.92, -4.78], [2.25, 4.19, -3.04], [0.05, 2.98, -4.82], [0.01, 4.55, -4.02], [-0.06, 3.08, -3.05], [1.50, -0.67, -5.12], [-0.98, -1.12, -1.02], [-5.23, 2.86, 4.52], [-4.85, 2.47, 3.21], [-3.62, 2.81, 2.72], [-2.59, 3.77, 3.66], [-3.30, 2.22, 1.19], [-6.20, 2.40, 4.69], [-5.30, 3.95, 4.61], [-4.50, 2.51, 5.26]]}

---

Which of them is most stable, and which least? Most stable: (Q); least stable: (P).

---

(P)
{"formula": "C8H12N2O", "method": "wB97M-V/def2-TZVPD", "orbital_gap_ev": 9.521, "homo_energy_ev": -8.55, "symbols": ["C", "C", "C", "C", "C", "C", "C", "C", "N", "N", "O", "H", "H", "H", "H", "H", "H", "H", "H", "H", "H", "H", "H"], "positions_angstrom": [[-2.53, 0.98, -0.01], [-2.88, -0.10, -0.85], [-2.59, -0.76, 1.09], [0.83, -0.87, 0.56], [2.81, -0.49, -0.78], [1.29, 0.23, 1.32], [0.82, 1.29, -1.02], [1.57, 0.20, -0.23], [-2.29, 0.50, 1.22], [-0.03, -1.71, 0.71], [-2.85, -1.18, -0.11], [-2.72, 1.99, -0.33], [-3.10, -0.21, -1.93], [3.24, -0.01, -1.65], [2.34, -1.42, -1.16], [3.51, -0.66, -0.02], [2.20, 0.10, 1.90], [0.36, 0.91, 1.55], [-2.19, -1.57, 1.74], [1.88, 1.72, -1.39], [0.30, 0.88, -1.86], [0.34, 1.99, -0.44], [-0.32, -1.80, 1.69]]}

---

(Q)
{"formula": "C8H12N2O", "method": "wB97M-V/def2-TZVPD", "orbital_gap_ev": 10.154, "homo_energy_ev": -9.40, "smiles": "CNC(C)=O.c1ccncc1", "symbols": ["C", "C", "C", "C", "C", "C", "C", "C", "H", "H", "H", "H", "H", "H", "H", "H", "H", "H", "H", "H", "N", "N", "O"], "positions_angstrom": [[2.61, -1.30, -0.09], [3.74, -0.34, 0.32], [5.58, 0.96, -0.43], [-3.52, -0.56, 1.10], [-3.97, 0.77, 1.14], [-4.74, 1.38, 0.11], [-5.17, 0.43, -0.87], [-4.71, -0.80, -0.72], [2.38, -1.34, -1.19], [1.62, -0.95, 0.46], [2.87, -2.23, 0.39], [4.10, 0.00, -1.62], [5.99, 0.79, 0.64], [6.41, 0.66, -0.98], [5.51, 2.09, -0.52], [-2.81, -1.00, 1.81], [-3.78, 1.39, 2.20], [-5.27, 2.35, 0.08], [-6.24, 0.56, -1.45], [-5.23, -1.59, -1.25], [4.40, 0.16, -0.73], [-3.88, -1.27, 0.09], [4.11, -0.16, 1.49]]}

---

Which of them is most stable, and which least? Most stable: (Q); least stable: (P).